No. 1
The following is a DFT calculation (ωB97M-V with the def2-TZVPD basis set) of 2 unconnected molecules or ions with the total composition C5H7Cl4N4O in a non-equilibrium geometry.

**Kohn-Sham gap**: 0.2216 Eh
**Strongest force on any atom**: 0.1793 hartree/bohr
**E_tot**: -2329.24006 hartree
**Total charge**: +1

Atoms and positions in Å:
O  0.7747  1.5909  -1.0728
C  -0.3991  1.2030  -0.8179
N  -1.4752  0.8977  -0.0504
N  -1.8517  -0.4204  -0.3007
C  -1.0689  -1.5233  -0.1333
N  -0.2283  -1.9979  -1.2930
C  1.0404  -2.4124  -0.6108
C  0.5413  -2.9141  0.8780
N  -0.8935  -2.4189  1.0574
H  -2.8368  -0.5933  -0.6087
H  -0.8088  -2.7687  -1.6692
H  1.8545  -1.6233  -0.4017
H  1.3704  -3.3429  -1.1966
H  0.6758  -4.0675  0.8836
H  1.1202  -2.3959  1.7359
H  -1.4218  -3.2820  0.7682
C  0.7219  5.2148  0.5664
Cl  -0.2603  6.6757  0.3259
Cl  1.8367  5.0169  -0.8041
Cl  1.6537  5.3674  2.0718
Cl  -0.3452  3.7943  0.6720

Cartesian forces, eV/Å:
-8.62 -3.07 1.15
5.80 2.51 1.56
4.27 0.91 -3.60
-2.65 -2.47 0.13
1.61 -2.65 -1.02
0.16 2.46 3.80
-0.19 -2.18 0.72
1.14 -0.04 -0.02
0.39 0.54 -3.21
0.97 0.41 1.03
0.54 0.52 -0.33
-1.63 -0.98 -1.28
0.27 1.72 1.04
-0.67 2.10 0.52
-0.77 -1.11 -1.61
-0.44 1.06 0.89
0.23 0.37 -0.03
0.20 -0.40 0.05
-0.24 -0.01 0.26
-0.24 -0.09 -0.33
-0.11 0.40 0.31

Atomic partial charges in e from the natural (NBO) method, atoms 1 to 6:
1 O -0.3915
2 C 0.8482
3 N -0.3334
4 N -0.5767
5 C 0.9058
6 N -0.6281

---

No. 2
The following is a DFT calculation (ωB97M-V with the def2-TZVPD basis set) of 13 unconnected molecules or ions with the total composition C70H179N13O22 in a non-equilibrium geometry.

**Kohn-Sham gap**: 0.3300 Eh
**Strongest force on any atom**: 0.0644 hartree/bohr
**Relative energy (zero: lowest compared OMol25 entry of this formula, charge and spin)**: 104.4 kcal per mole
**E_tot**: -5140.86971 hartree
**Total charge**: 0

Atoms and positions in Å:
C  6.8030  -18.3859  -1.1385
O  5.6009  -17.6327  -1.1531
C  5.4423  -16.7829  -2.3338
C  4.2900  -15.8034  -2.1309
N  4.5992  -14.9046  -1.0845
C  3.6397  -13.8262  -0.8392
C  3.7648  -13.3142  0.6587
O  3.1905  -14.2698  1.6069
C  1.7217  -14.1348  1.6260
H  6.7680  -19.2043  -1.8575
H  6.8255  -18.8860  -0.1703
H  7.7113  -17.8109  -1.3184
H  5.1826  -17.3480  -3.2289
H  6.3126  -16.1889  -2.6126
H  3.3592  -16.3042  -1.8648
H  4.0902  -15.2685  -3.0594
H  4.7852  -15.3826  -0.2145
H  2.6282  -14.2003  -0.9968
H  3.9494  -13.0024  -1.4824
H  3.4109  -12.2914  0.7885
H  4.7852  -13.2764  1.0401
H  1.2754  -14.5614  0.7276
H  1.3879  -13.1015  1.7201
H  1.3320  -14.5901  2.5364
C  6.5440  -4.8390  8.6343
O  5.6108  -5.8240  8.1032
C  5.0989  -5.5841  6.8290
C  5.4386  -6.8023  5.9105
N  6.8335  -6.9538  5.5578
C  7.1166  -8.1395  4.7408
C  6.5282  -8.0771  3.3341
O  6.1154  -9.3703  2.9561
C  5.7953  -9.4659  1.6009
H  6.6652  -5.0448  9.6978
H  6.2198  -3.7984  8.6278
H  7.5059  -4.8994  8.1251
H  5.5207  -4.6929  6.3644
H  4.0245  -5.4273  6.9255
H  4.9146  -6.5858  4.9795
H  5.0307  -7.7320  6.3074
H  7.4112  -6.9718  6.3861
H  6.8529  -9.0291  5.3127
H  8.2024  -8.2345  4.7514
H  7.3304  -7.6449  2.7360
H  5.7431  -7.3230  3.3891
H  5.4214  -10.4636  1.3707
H  6.7606  -9.2827  1.1289
H  5.0195  -8.7371  1.3662
C  -5.8087  -12.1310  4.3899
O  -4.3747  -12.0786  4.1601
C  -3.7871  -11.2301  5.0470
C  -2.2863  -11.2162  4.7330
N  -1.7534  -10.0745  5.4512
C  -0.3004  -10.1402  5.4594
C  0.2580  -8.9658  6.2507
O  -0.2431  -7.7133  5.8457
C  0.1816  -6.6276  6.6755
H  -6.2466  -12.9806  3.8660
H  -6.2004  -11.2053  3.9682
H  -6.0892  -12.2616  5.4351
H  -3.9194  -11.5894  6.0675
H  -4.1892  -10.2260  4.9119
H  -2.1656  -11.1734  3.6505
H  -1.9202  -12.2023  5.0186
H  -2.0166  -9.1721  5.0818
H  -0.0621  -10.1512  4.3958
H  0.1678  -11.0481  5.8397
H  1.3466  -8.9190  6.2238
H  0.0446  -9.2120  7.2909
H  -0.3397  -6.6338  7.6328
H  -0.1532  -5.7272  6.1604
H  1.2564  -6.4772  6.7771
C  5.4922  -15.3050  3.6509
O  6.9060  -15.3039  3.4851
C  7.4129  -14.7908  2.2188
C  7.7311  -13.2916  2.3634
N  8.7751  -12.9853  3.2955
C  8.7026  -11.5346  3.6176
C  9.6758  -11.1087  4.6565
O  9.1272  -11.3474  5.9333
C  9.5412  -10.3747  6.9458
H  4.9171  -15.6066  2.7754
H  5.1541  -14.3452  4.0413
H  5.2540  -16.0064  4.4505
H  6.8442  -15.0432  1.3239
H  8.3313  -15.3477  2.0329
H  6.7710  -12.9368  2.7382
H  8.1000  -12.8685  1.4291
H  8.6930  -13.5579  4.1235
H  7.7015  -11.2132  3.9051
H  8.9262  -10.9908  2.6997
H  9.8903  -10.0530  4.4904
H  10.6460  -11.6055  4.6475
H  9.5042  -9.3627  6.5425
H  10.6205  -10.4915  7.0443
H  9.0899  -10.4357  7.9361
C  3.5855  -9.9987  4.6408
O  2.8715  -11.1200  5.2428
C  2.9130  -12.3756  4.5218
C  2.0424  -13.4218  5.2291
N  2.2771  -13.4138  6.6429
C  3.4048  -14.2174  7.1240
C  3.5552  -14.3475  8.6988
O  3.9743  -13.0797  9.2796
C  3.7288  -13.0549  10.6773
H  3.2764  -9.6752  3.6468
H  4.6636  -10.1560  4.6714
H  3.5982  -9.1370  5.3081
H  3.9433  -12.7245  4.5921
H  2.6517  -12.3117  3.4656
H  2.2163  -14.4006  4.7821
H  1.0030  -13.2142  4.9749
H  2.5821  -12.4784  6.8714
H  4.3741  -14.0141  6.6689
H  3.2695  -15.2427  6.7795
H  4.3121  -15.0885  8.9557
H  2.5596  -14.6612  9.0125
H  4.4705  -12.3733  11.0938
H  3.7638  -14.0446  11.1327
H  2.7255  -12.6698  10.8595
C  7.4017  -13.0161  8.3271
O  8.2710  -13.5515  9.3180
C  7.9091  -13.5064  10.6901
C  7.7757  -12.0885  11.2880
N  8.8156  -11.2080  10.8443
C  10.1685  -11.4395  11.3776
C  11.1790  -10.5143  10.7506
O  11.5661  -10.9613  9.4466
C  12.6430  -10.2001  8.9081
H  7.8046  -13.2380  7.3389
H  7.3254  -11.9298  8.3759
H  6.3728  -13.3758  8.3215
H  8.6153  -14.1821  11.1725
H  6.9307  -13.9697  10.8172
H  7.7629  -12.1546  12.3759
H  6.8417  -11.7490  10.8402
H  8.9974  -11.3640  9.8631
H  10.5190  -12.4596  11.2208
H  10.1846  -11.3085  12.4595
H  12.1076  -10.3875  11.3072
H  10.7373  -9.5196  10.6904
H  12.8947  -10.5892  7.9215
H  13.4808  -10.2614  9.6027
H  12.4519  -9.1312  8.8124
C  -2.8015  -16.6080  6.4535
O  -1.4888  -16.2911  6.0682
C  -1.2998  -16.1568  4.6071
C  -2.0552  -14.9538  3.9075
N  -1.9009  -15.0226  2.4750
C  -2.8235  -14.1022  1.8256
C  -2.5126  -14.0282  0.2789
O  -3.0129  -15.1351  -0.4714
C  -4.3531  -15.1223  -0.7347
H  -3.1212  -17.5331  5.9739
H  -3.5252  -15.8123  6.2767
H  -2.8423  -16.7319  7.5357
H  -1.5644  -17.0654  4.0662
H  -0.2420  -16.0717  4.3580
H  -1.6020  -14.0544  4.3243
H  -3.1054  -14.9334  4.1989
H  -2.0876  -15.9325  2.0784
H  -2.6665  -13.1073  2.2424
H  -3.8549  -14.4328  1.9481
H  -1.4428  -14.0161  0.0704
H  -2.9648  -13.1483  -0.1786
H  -4.6398  -16.0485  -1.2327
H  -4.6983  -14.2613  -1.3071
H  -4.8883  -15.2138  0.2104
C  3.3422  -3.5991  3.4435
O  2.5669  -2.7721  2.5537
C  1.3574  -2.2035  3.0487
C  0.2510  -3.2200  3.3477
N  -0.0429  -4.0515  2.2433
C  -0.8876  -5.2404  2.5867
C  0.1331  -6.3307  3.0788
O  1.0188  -6.6216  1.9458
C  2.1611  -7.3804  2.3164
H  2.6682  -4.3018  3.9334
H  3.8555  -3.0131  4.2058
H  4.0238  -4.0670  2.7332
H  1.1576  -1.4454  2.2914
H  1.5262  -1.6047  3.9436
H  -0.6200  -2.6093  3.5855
H  0.5206  -3.7862  4.2393
H  0.8114  -4.3809  1.8169
H  -1.4288  -5.6432  1.7305
H  -1.6380  -5.0546  3.3552
H  -0.3690  -7.2650  3.3300
H  0.6512  -6.0974  4.0090
H  2.8500  -7.4976  1.4798
H  1.9175  -8.4114  2.5726
H  2.7051  -6.9688  3.1666
C  0.5814  -18.3207  18.6488
O  1.0206  -18.8436  17.3538
C  0.3422  -18.2398  16.2698
C  0.9752  -18.7596  14.9626
N  0.2994  -18.2301  13.7587
C  1.0121  -18.5202  12.4738
C  0.3634  -17.8927  11.2401
O  0.6840  -16.4940  11.0627
C  -0.1657  -15.8510  10.0729
H  -0.4254  -18.7178  18.7787
H  0.4358  -17.2405  18.6452
H  1.1984  -18.5904  19.5060
H  0.2600  -17.1580  16.3755
H  -0.7014  -18.5408  16.3624
H  0.8793  -19.8448  14.9275
H  2.0339  -18.5280  14.8458
H  -0.6418  -18.5956  13.7333
H  0.9642  -19.5992  12.3272
H  2.0537  -18.2397  12.6305
H  -0.7178  -18.0303  11.2371
H  0.7535  -18.4704  10.4021
H  -1.2406  -15.8557  10.2534
H  0.0133  -16.2620  9.0793
H  0.1141  -14.7985  10.0280
C  5.2270  -16.6736  13.1101
C  6.3163  -17.7818  12.8307
C  7.1890  -17.4790  11.5337
O  6.3776  -17.3917  10.3793
C  7.0255  -17.0413  9.1539
N  7.3458  -17.7208  13.9166
H  4.7335  -17.0055  14.0236
H  4.5442  -16.6134  12.2626
H  5.6367  -15.6661  13.1824
H  5.8979  -18.7874  12.7894
H  7.8646  -18.3143  11.3497
H  7.7607  -16.5571  11.6408
H  8.0642  -16.7568  9.3222
H  6.4900  -16.1521  8.8214
H  6.9330  -17.7439  8.3257
H  6.8422  -17.9950  14.7480
H  7.6992  -16.7783  14.0008
C  -1.2963  -13.5009  7.6247
C  -1.2007  -12.4130  8.7051
C  0.2651  -12.0041  9.1066
O  0.2504  -10.7932  9.8908
C  0.0866  -10.9752  11.2660
N  -1.8995  -11.2070  8.2955
H  -1.0104  -14.4617  8.0527
H  -0.6143  -13.2924  6.8004
H  -2.2813  -13.6666  7.1883
H  -1.6230  -12.8580  9.6060
H  0.8468  -11.7832  8.2117
H  0.8046  -12.8419  9.5483
H  -0.9665  -11.2140  11.4142
H  0.1715  -9.9719  11.6836
H  0.6915  -11.6971  11.8147
H  -1.6781  -10.9637  7.3405
H  -1.3942  -10.5209  8.8377
C  4.3274  -10.9246  14.4006
C  3.1309  -11.8102  14.6819
C  3.3530  -13.3291  14.2659
O  2.1162  -13.9763  14.4883
C  2.1533  -15.3701  14.2320
N  2.7884  -11.6016  16.0706
H  4.6684  -11.0958  13.3795
H  5.2451  -11.2525  14.8890
H  4.1657  -9.8698  14.6225
H  2.2919  -11.4742  14.0725
H  4.1183  -13.8085  14.8762
H  3.5948  -13.3690  13.2038
H  2.5590  -15.5871  13.2438
H  1.1732  -15.8439  14.2878
H  2.7650  -15.8434  15.0000
H  1.9353  -12.1277  16.1954
H  3.5438  -11.8251  16.7026
C  3.7965  -20.1805  2.9858
C  2.3660  -20.4662  3.4875
C  1.6076  -19.2998  4.2036
O  2.4479  -18.7552  5.1620
C  1.8687  -17.6729  5.9277
N  1.6092  -20.9353  2.3675
H  3.8686  -19.2006  2.5136
H  4.1630  -20.9393  2.2945
H  4.5107  -20.0927  3.8045
H  2.5419  -21.3353  4.1214
H  0.7138  -19.6214  4.7382
H  1.3556  -18.5408  3.4631
H  1.7256  -16.7832  5.3145
H  2.4465  -17.3790  6.8039
H  0.8781  -17.9546  6.2847
H  2.2381  -21.6416  2.0129
H  1.5781  -20.2074  1.6681

Cartesian forces, eV/Å:
-0.59 -0.56 0.10
0.23 1.34 -1.32
-0.89 -0.33 0.19
-0.12 -0.75 0.36
0.76 1.58 1.30
1.35 0.03 1.64
0.18 -1.67 -0.07
-1.92 1.54 -0.80
1.05 -0.17 0.31
-0.03 0.01 -0.42
0.23 0.29 0.13
-0.06 0.28 0.13
0.12 -0.66 0.05
0.47 -0.13 0.57
-0.30 -0.70 -0.34
0.24 0.09 -0.14
-0.06 -0.35 -0.07
-0.35 0.45 -0.24
-0.68 0.17 -0.23
-0.69 -0.06 -0.02
0.43 -0.07 -0.70
-0.04 -0.16 0.14
0.34 0.36 -0.28
0.19 -0.52 -0.23
-0.51 -0.72 0.04
1.17 1.11 1.45
0.75 -0.99 -0.91
-0.70 0.92 -0.13
0.14 0.68 -0.27
0.57 -0.04 1.44
0.70 0.13 1.31
-0.16 0.24 1.08
0.47 0.16 0.14
0.11 -0.43 -0.14
-0.53 0.01 -0.56
0.06 -0.07 -0.05
0.17 0.17 0.01
-0.21 -0.21 -0.27
-0.34 -0.13 -0.09
-0.26 -0.11 0.39
0.00 -0.06 0.08
-0.77 -0.52 -0.34
0.17 0.17 -0.53
-0.08 -0.26 -0.76
-0.51 -0.24 -0.54
0.15 -0.03 0.15
-0.35 0.08 -1.11
0.07 0.19 -0.48
0.87 -0.03 -0.80
-2.37 -1.91 -0.72
1.44 0.45 0.21
-1.85 0.71 0.11
0.96 -1.50 1.05
0.13 1.40 -1.05
0.80 -0.56 0.32
0.07 0.30 0.27
-0.97 0.29 -0.78
0.31 0.04 -0.26
-0.44 0.05 0.25
0.32 0.28 0.22
-0.11 0.34 0.34
-0.11 0.39 0.33
0.16 0.21 -0.38
0.59 0.41 0.54
-0.27 -0.13 -0.20
1.06 0.35 -0.31
-0.54 -0.18 0.42
0.28 -0.29 -0.33
-0.42 0.41 0.39
0.28 -0.25 0.24
-0.19 0.05 -0.06
0.25 -0.69 0.14
0.27 0.03 0.59
-0.06 -0.05 -1.34
1.25 -0.19 0.94
-0.46 -1.41 -0.17
0.38 0.74 0.57
0.33 -1.32 -0.71
0.53 0.36 0.84
-0.91 1.04 1.87
1.48 -0.48 -1.71
0.20 0.19 -0.21
-0.17 0.29 -0.38
0.20 -0.26 -0.01
-0.87 0.29 0.26
0.30 -0.02 0.33
-0.37 0.99 -0.44
-0.85 0.12 -0.39
-0.15 0.09 0.30
-0.20 -0.01 0.21
0.07 -0.03 -0.25
-0.10 0.39 0.24
0.11 -0.28 -0.59
-0.79 0.25 -0.05
0.14 -0.29 0.53
-0.38 -0.46 -0.53
0.77 -0.82 1.14
-0.42 0.73 -1.04
0.91 0.18 0.44
0.17 0.71 -0.85
0.75 -0.09 1.60
0.43 -1.41 0.70
-0.20 1.58 -1.85
-0.62 -1.26 -0.47
-0.11 0.35 -0.57
-0.27 -0.45 -0.01
0.08 -0.79 -0.67
-1.13 -0.03 0.25
0.27 -0.02 -0.27
-0.11 0.40 -0.05
0.35 -0.13 0.05
-0.37 0.17 0.37
-0.52 0.52 0.16
0.32 0.79 0.01
-0.39 -0.28 0.11
-0.08 -0.27 -0.10
-0.04 0.08 0.61
-0.07 -0.12 0.30
0.38 -0.15 0.01
-0.14 0.18 0.17
-0.09 0.31 -0.10
0.15 0.08 -0.25
-0.65 -0.46 -0.23
0.53 -1.17 -1.22
1.60 0.93 -0.06
-0.08 -0.44 0.49
0.39 0.51 -0.66
-0.27 0.30 -0.18
-0.24 -0.26 0.57
0.34 -0.13 0.22
0.05 0.25 0.18
-0.10 -0.39 0.57
0.27 0.32 0.16
-0.36 -0.29 0.03
-0.33 0.17 0.01
-0.21 0.48 0.59
-0.66 0.00 -0.44
0.03 -0.35 -0.17
-0.13 0.28 0.12
-0.01 -0.32 0.59
-0.15 0.28 -0.15
0.02 -0.15 0.21
0.42 -0.22 -0.13
-0.54 0.18 -0.05
-0.24 -0.03 0.14
0.75 0.55 -2.02
-0.89 0.55 0.12
0.69 -1.43 1.45
0.23 0.51 -0.32
1.04 0.03 -1.90
-0.82 -0.26 0.40
1.97 -0.35 0.14
-1.38 -0.71 0.66
-0.24 -0.09 -0.05
-0.03 0.15 -0.47
0.42 -0.23 0.03
-0.54 -0.46 0.33
0.15 0.32 0.71
0.00 0.21 -0.33
-0.27 -0.10 0.19
0.08 -0.38 0.36
-0.30 0.00 0.06
-0.31 0.33 0.19
0.02 0.05 0.34
0.01 0.46 0.27
0.32 0.09 -0.45
0.02 0.20 -0.05
-0.55 0.51 0.16
-1.13 0.69 -1.02
0.18 -0.19 0.45
0.68 0.00 -0.03
0.29 1.25 0.05
-1.55 -0.83 -0.87
2.56 -0.47 0.28
-1.00 -0.87 -1.29
0.18 0.42 1.14
-0.30 -0.37 -0.12
0.25 -0.41 0.06
0.15 0.11 -0.01
0.21 -0.32 0.59
-0.74 -0.37 -0.21
0.24 -0.12 0.47
-0.22 -0.03 0.28
0.12 -0.09 0.50
0.03 -0.12 -0.14
0.22 0.20 -0.21
0.22 0.37 0.13
-0.27 -0.14 -0.05
0.47 0.57 -0.26
-0.14 0.55 -0.24
-0.47 -0.14 0.25
0.02 0.32 0.13
-0.97 -0.39 -1.41
0.82 0.85 1.49
-0.13 -0.55 0.13
-0.79 0.18 -0.84
0.43 0.81 -0.11
-1.25 0.13 1.41
0.73 0.67 0.00
-1.25 -0.30 -0.27
1.09 -0.09 0.29
-0.15 -0.18 0.44
0.43 0.23 -0.25
0.32 -0.32 -0.59
0.72 0.32 -0.28
-0.44 -0.35 -0.50
0.26 -0.33 0.49
0.04 0.20 0.48
-0.09 -0.04 -0.20
0.33 -0.32 -0.34
0.02 0.17 -0.37
-0.19 -0.01 0.25
0.04 0.07 -0.41
-0.09 -0.45 0.52
0.03 -0.24 -0.13
0.22 -0.11 0.21
0.57 -1.56 -1.09
1.83 2.69 -0.63
-1.13 -1.05 -0.07
-0.67 -0.25 -0.35
-0.44 1.07 0.61
-0.88 -1.15 -0.70
-0.28 0.48 -0.02
-0.37 -0.24 0.12
0.36 -0.13 0.38
-0.05 0.13 -0.05
0.39 -0.03 0.52
0.10 0.19 0.35
0.11 -0.13 -0.09
0.22 0.27 -0.25
0.04 -0.62 0.48
0.40 0.26 0.50
-0.17 0.11 0.21
0.76 -0.10 0.39
0.61 -0.32 -0.42
-0.57 -0.11 -0.85
1.36 -1.28 -0.83
-1.69 0.93 0.37
-0.04 -0.22 0.76
0.18 -0.03 -0.21
0.17 -0.02 -0.07
-0.26 0.44 0.29
-0.51 0.30 0.24
-0.16 0.24 -0.14
0.03 0.11 0.64
-0.19 -0.45 0.46
0.42 -0.11 0.28
0.44 -0.09 -0.47
-0.19 -0.09 -0.37
-0.54 0.85 0.12
0.90 -0.77 -1.04
1.07 -0.57 0.03
-0.89 1.38 0.51
-0.53 -0.04 -0.14
0.19 0.03 0.26
-0.93 0.04 -0.62
-0.36 0.58 -0.51
-0.15 -0.07 0.87
-0.14 -0.18 -0.15
-0.13 0.05 0.00
0.40 0.03 0.04
0.30 -0.12 -0.08
0.11 0.02 -0.12
-0.19 0.52 -0.03
0.33 -0.23 0.02
0.15 -0.21 0.97
-0.21 -0.38 0.06
0.30 1.50 1.00
0.94 0.38 0.45
0.84 -0.81 -0.18
1.07 1.40 1.68
-0.39 -0.70 -0.72
-0.85 -0.55 -0.29
-0.16 0.06 -0.43
-0.22 -0.09 0.05
0.02 -0.22 0.17
-0.67 0.13 0.65
-0.42 -0.43 -0.50
-0.27 0.14 -0.37
0.12 0.11 -0.26
0.46 -0.50 -0.27
-0.21 -0.13 0.06
-0.52 -0.37 -0.72
-0.04 0.14 -0.29

Atomic partial charges in e from the Löwdin method, atoms 1 to 6:
1 C -0.1172
2 O -0.1905
3 C -0.1920
4 C -0.2428
5 N -0.0872
6 C -0.1640